Run A
DFT (ωB97M-V with the def2-TZVPD basis set) results for a 6-piece molecular cluster, C60H70ClN10 overall.

Positions of all 141 atoms, in Å:
Cl (-18.22686, 3.48514, -14.53275)
N (-13.56529, 10.45375, -17.70831)
N (-20.97378, -0.50664, -5.81742)
N (-15.06796, 11.83931, -11.00371)
N (-14.56687, 2.33313, -14.45308)
N (-13.29724, -4.08797, -14.72825)
N (-13.79350, -0.95965, -6.49375)
N (-20.97870, 0.63814, -12.71601)
N (-18.18690, 0.96227, -1.48436)
N (-13.37206, -10.83614, -16.51643)
N (-9.61466, 7.32526, -15.67346)
C (-13.01317, 3.49405, -15.85791)
C (-21.56421, 0.56703, -6.37992)
C (-13.53872, -2.62655, -14.55002)
C (-14.53996, 11.91015, -16.08872)
C (-12.69304, 4.38564, -14.85703)
C (-13.93590, 2.48337, -15.62060)
C (-10.58215, 7.64692, -14.79768)
C (-13.12837, -0.94767, -7.82497)
C (-13.23943, -9.82068, -17.39478)
C (-16.09497, 11.80534, -11.87285)
C (-8.65021, 8.37375, -16.11502)
C (-16.90386, 1.33927, -1.35002)
C (-13.79444, 9.72507, -15.43775)
C (-12.10077, -4.62605, -15.00050)
C (-13.80657, 11.64449, -11.41421)
C (-21.47312, -0.78116, -4.43073)
C (-17.64493, -0.66214, -3.10379)
C (-21.97790, 0.42835, -11.88714)
C (-19.71525, 0.81157, -12.26062)
C (-18.56978, -0.08419, -2.24611)
C (-14.24288, 0.23907, -4.48740)
C (-11.66365, 5.46723, -15.07934)
C (-15.35783, 11.96908, -9.52103)
C (-21.78958, 0.24480, -10.53529)
C (-11.94145, -5.97833, -15.24865)
C (-15.63607, -1.55735, -5.18420)
C (-13.50743, -12.23313, -17.02283)
C (-21.35184, 0.79755, -7.70871)
C (-9.61917, 6.11410, -16.26529)
C (-15.89828, 11.52104, -13.21741)
C (-13.26094, -9.31001, -14.72349)
C (-14.30569, -4.92888, -14.38076)
C (-13.39103, 9.53250, -16.75605)
C (-19.75743, -0.96693, -7.84912)
C (-13.45811, -10.60207, -15.19820)
C (-15.40687, -0.50885, -4.26844)
C (-13.45696, -0.04076, -5.58374)
C (-19.24522, 1.58483, -0.60465)
C (-14.58857, 11.36594, -13.66111)
C (-14.32494, 3.26436, -13.48374)
C (-19.44621, 0.63758, -10.88150)
C (-12.99691, -8.23640, -15.57138)
C (-14.30299, 10.98392, -15.06217)
C (-20.52794, 0.33304, -9.97563)
C (-15.53430, 1.22802, -14.22837)
C (-11.60302, 6.72920, -14.46247)
C (-14.25575, -6.27662, -14.65922)
C (-13.02385, -6.83900, -15.06348)
C (-16.36503, -0.09629, -3.20619)
C (-13.52072, 11.47676, -12.76186)
C (-14.21599, 11.58718, -17.40208)
C (-15.99960, 0.81918, -2.22815)
C (-21.12901, 0.73339, -14.21652)
C (-13.18632, 10.15000, -19.11929)
C (-13.47596, 4.34518, -13.69415)
C (-13.01117, -8.52349, -16.93562)
C (-20.49301, 0.04835, -8.49556)
C (-14.87621, -1.76422, -6.31494)
C (-10.60567, 5.21135, -15.96597)
C (-20.03733, -1.22096, -6.47313)
H (-20.24884, 1.35543, -0.94528)
H (-12.48344, 11.35499, -13.03742)
H (-13.35519, 11.05853, -19.69147)
H (-13.58283, 8.99493, -14.67098)
H (-13.99007, 1.12518, -3.92390)
H (-20.80949, 1.73300, -14.51265)
H (-16.32415, 1.54027, -14.92011)
H (-16.82436, 11.39046, -13.76025)
H (-12.93424, 8.60117, -17.06033)
H (-14.84761, 12.93101, -15.90502)
H (-22.15623, 1.20500, -5.73937)
H (-16.49414, -2.19903, -5.04228)
H (-16.79688, 2.03118, -0.52481)
H (-16.25066, 12.56679, -9.36627)
H (-14.53894, -2.39213, -14.90318)
H (-11.05103, -6.40173, -15.69341)
H (-14.39592, -12.69266, -16.58401)
H (-22.95705, 0.21824, -12.29867)
H (-22.66451, 0.20187, -9.90117)
H (-21.45979, 0.09268, -3.78698)
H (-15.50188, 10.94681, -9.17244)
H (-13.76803, 9.35590, -19.58695)
H (-7.68258, 7.93349, -16.34155)
H (-13.85051, -12.24527, -18.05585)
H (-22.43252, -1.27695, -4.57957)
H (-15.76642, 1.13636, -13.17389)
H (-13.09491, 11.70393, -10.60258)
H (-10.50145, 4.21686, -16.37801)
H (-15.10711, -6.90908, -14.45034)
H (-12.61051, -12.78409, -16.75454)
H (-12.73829, -2.17394, -15.13002)
H (-14.92994, 3.18243, -12.59328)
H (-13.00052, -7.69166, -17.62687)
H (-13.74191, -11.45981, -14.60468)
H (-12.21053, -1.52310, -7.71826)
H (-11.33428, -3.87563, -15.14263)
H (-19.04417, 2.64316, -0.45429)
H (-15.09308, -2.49663, -7.07666)
H (-20.92134, -1.57471, -3.92368)
H (-19.17788, -1.70593, -8.38314)
H (-19.62451, -0.29290, -2.15445)
H (-19.63850, -2.06954, -5.93604)
H (-8.52590, 9.16446, -15.37634)
H (-13.38984, 5.07531, -12.90301)
H (-22.00183, 1.56824, -8.10475)
H (-14.34546, 12.24166, -18.25375)
H (-12.38529, 7.10219, -13.81638)
H (-22.15670, 0.44649, -14.42163)
H (-14.44747, 12.32595, -9.04680)
H (-12.62145, 0.58076, -5.87515)
H (-13.83032, -1.41528, -8.51022)
H (-17.93470, -1.50087, -3.71868)
H (-14.95100, 1.05276, -2.10535)
H (-13.54791, -9.23961, -13.68181)
H (-12.95771, 0.07904, -8.13664)
H (-14.04051, 1.69376, -16.35213)
H (-10.64906, 8.66170, -14.43406)
H (-19.02092, 1.10427, 0.35000)
H (-15.21626, 0.25653, -14.60817)
H (-9.07533, 8.91802, -16.95872)
H (-15.22414, -4.43958, -14.08907)
H (-20.45179, 0.03009, -14.69690)
H (-12.45784, 3.43804, -16.78311)
H (-13.47024, -2.44782, -13.47829)
H (-19.02301, 1.17254, -13.01591)
H (-17.07575, 11.93014, -11.43522)
H (-12.15365, 9.80771, -19.13403)
H (-13.17712, -10.10478, -18.43578)
H (-8.80430, 5.99180, -16.96626)
H (-18.43239, 0.74486, -10.52420)

- E_HOMO (eV) = -21.375
- total charge = +9
- LUMO energy (eV) = -16.932
- orbital gap (eV) = 4.443

Atom charges from the Löwdin analysis, given in e for atoms 1 to 99:
1 Cl -0.560
2 N -0.067
3 N -0.069
4 N -0.066
5 N -0.061
6 N -0.092
7 N -0.081
8 N -0.059
9 N -0.067
10 N -0.063
11 N -0.062
12 C 0.052
13 C 0.031
14 C 0.035
15 C 0.093
16 C -0.113
17 C 0.030
18 C 0.016
19 C 0.049
20 C 0.059
21 C 0.038
22 C 0.065
23 C 0.059
24 C 0.044
25 C 0.029
26 C 0.025
27 C 0.046
28 C 0.056
29 C 0.031
30 C 0.006
31 C 0.025
32 C 0.071
33 C -0.092
34 C 0.081
35 C 0.040
36 C 0.081
37 C 0.050
38 C 0.067
39 C 0.035
40 C 0.049
41 C 0.075
42 C 0.052
43 C 0.003
44 C -0.011
45 C 0.070
46 C 0.042
47 C -0.081
48 C 0.030
49 C 0.082
50 C -0.140
51 C 0.024
52 C 0.069
53 C -0.141
54 C -0.125
55 C -0.112
56 C -0.010
57 C 0.041
58 C 0.074
59 C -0.104
60 C -0.106
61 C 0.061
62 C 0.062
63 C 0.059
64 C 0.073
65 C 0.068
66 C 0.057
67 C 0.065
68 C -0.115
69 C 0.029
70 C 0.048
71 C 0.026
72 H 0.108
73 H 0.137
74 H 0.117
75 H 0.106
76 H 0.138
77 H 0.085
78 H 0.043
79 H 0.152
80 H 0.139
81 H 0.157
82 H 0.167
83 H 0.121
84 H 0.175
85 H 0.119
86 H 0.097
87 H 0.155
88 H 0.121
89 H 0.170
90 H 0.145
91 H 0.105
92 H 0.113
93 H 0.123
94 H 0.125
95 H 0.118
96 H 0.134
97 H 0.091
98 H 0.155
99 H 0.136



Run B
DFT (ωB97M-V with the def2-TZVPD basis set) results for a 6-piece molecular cluster, C60H70ClN10 overall.

Positions of all 141 atoms, in Å:
Cl (-1.98856, 0.07779, -2.43066)
N (1.95570, 7.83814, 1.94024)
N (-1.96204, 6.13715, 0.41562)
N (2.32417, 1.29270, -4.29862)
N (-3.39509, -3.31355, -6.39057)
N (0.75615, 13.78638, -1.45641)
N (-0.96375, -6.04274, 5.87504)
N (-0.24307, -4.86851, -0.36172)
N (7.19007, -2.99719, -1.71937)
N (-1.20192, -0.25558, 3.27490)
N (-4.33900, -11.51128, 3.04425)
C (-2.26008, -8.12606, 4.64280)
C (-1.67344, -8.28367, 5.89428)
C (1.48873, 2.45820, -4.69177)
C (-3.26865, -3.22238, -4.03740)
C (-1.46950, 5.18619, -0.41994)
C (-4.22511, -3.17399, -7.62686)
C (-0.53755, 2.03927, 3.19406)
C (-2.99662, -9.55761, 2.68454)
C (-3.69331, -10.64867, 2.22295)
C (5.31018, -1.22564, -2.67367)
C (1.08505, 8.73452, 2.42959)
C (-1.28354, 3.87051, -0.02119)
C (-3.55352, -10.25934, 4.89929)
C (-3.91959, -2.92702, -5.21386)
C (2.01763, 8.91956, -0.17371)
C (0.64590, 15.19694, -1.98894)
C (-2.10367, -6.89361, 3.95679)
C (1.99166, 0.61096, -3.18233)
C (2.32128, 6.71251, 2.81190)
C (2.08374, 11.87158, -1.08493)
C (1.04066, 11.21537, -0.44628)
C (-1.50166, -4.25403, -5.30958)
C (2.90738, -0.29379, -2.64925)
C (-1.16016, 2.20697, 1.95590)
C (-2.50790, 7.40176, -0.13776)
C (2.36838, 7.88033, 0.65754)
C (6.75752, -3.14410, -2.97503)
C (-0.23413, -4.95595, 6.55061)
C (-4.96912, -12.72959, 2.47494)
C (-1.67438, -0.14979, 2.01300)
C (-1.05600, -7.22414, 6.51384)
C (1.23017, 9.95996, 0.35112)
C (4.20352, -0.38811, -3.22284)
C (-0.20997, 11.85046, -0.47503)
C (5.76187, -2.29666, -3.44527)
C (0.37008, -4.99494, 0.98240)
C (-2.07209, 5.83963, 1.71987)
C (-1.35060, 3.56621, 1.33619)
C (-2.93130, -9.33613, 4.06557)
C (0.36550, -4.02220, -1.23559)
C (-1.44355, -4.25710, -2.78419)
C (3.49930, 1.15118, -4.93508)
C (8.19546, -3.96291, -1.21060)
C (-2.06381, -3.90374, -4.08197)
C (-1.43138, -5.40308, -0.67853)
C (1.91006, 13.13160, -1.63087)
C (5.67693, -1.22323, -1.32157)
C (-4.18386, -11.36419, 4.36320)
C (6.67499, -2.06639, -0.89551)
C (-2.18152, -3.88053, -6.44896)
C (-0.32102, 13.11136, -1.01898)
C (-1.72551, 1.05809, 1.35891)
C (-0.18208, -3.74549, -2.45776)
C (4.45048, 0.35001, -4.37561)
C (-1.46823, -5.86924, 4.64722)
C (-0.55603, 0.79740, 3.79912)
C (0.77579, 9.84510, 1.64765)
C (-2.05807, -5.09437, -1.85825)
C (-1.29629, -1.52557, 4.05805)
C (-1.64442, 4.62267, 2.21507)
H (-1.07779, 11.39712, -0.01681)
H (-0.48417, -4.61679, -5.34517)
H (-0.59560, -1.57533, 4.88167)
H (0.64915, 8.55756, 3.40226)
H (2.61467, -0.93963, -1.83324)
H (7.06489, -2.06635, 0.11311)
H (-5.70110, -13.06547, 3.20640)
H (3.06022, 11.40406, -1.10654)
H (5.24947, -0.48254, -0.66005)
H (3.06635, 7.13216, 0.31004)
H (-0.08983, -4.23893, 1.61251)
H (-4.72250, -12.06011, 4.99640)
H (-1.78515, -6.08592, 0.08188)
H (-1.70493, 4.44365, 3.27921)
H (-2.32948, -1.65263, 4.38424)
H (-1.51321, -4.84165, 4.31565)
H (-4.23857, -13.53440, 2.38372)
H (-2.03484, 1.09322, 0.31567)
H (-0.01181, 15.71733, -1.29673)
H (1.05071, 0.92435, -2.74590)
H (1.38103, -3.74429, -0.99622)
H (-2.71466, 7.33338, -1.19927)
H (1.44245, -4.82437, 0.94420)
H (-1.82205, 8.19851, 0.14255)
H (-0.08527, 0.67054, 4.76540)
H (1.00657, 2.29180, -5.65105)
H (2.39834, 8.98879, -1.18279)
H (0.22317, 15.10692, -2.98553)
H (-1.16704, -2.34322, 3.34897)
H (2.07000, 3.36980, -4.59058)
H (-2.98770, -5.54617, -2.18190)
H (-1.69073, -9.19687, 6.47465)
H (-3.76793, -3.72876, -8.43703)
H (-0.70919, -3.99602, 6.34075)
H (-3.44306, 7.57979, 0.39330)
H (-0.59687, -7.24626, 7.49318)
H (-1.87150, -4.22107, -7.42902)
H (8.61002, -4.54737, -2.02830)
H (-3.61671, -10.06685, 5.96098)
H (7.66878, -4.67701, -0.57669)
H (-1.24836, 13.66909, -1.06783)
H (0.80525, -4.94545, 6.23507)
H (-2.63436, -6.64260, 3.05073)
H (1.53525, 5.96657, 2.86680)
H (5.42940, 0.24566, -4.82974)
H (-3.81256, -10.93080, 1.18499)
H (-2.69904, -8.81706, 1.95714)
H (1.63009, 15.65032, -1.94866)
H (-5.22705, -3.56707, -7.45519)
H (-3.65182, -2.83469, -3.10361)
H (7.19938, -3.87299, -3.64069)
H (-1.62403, 5.38037, -1.47453)
H (5.47573, -2.36680, -4.48742)
H (0.12201, 10.55024, 2.14854)
H (-2.23865, -0.98683, 1.62139)
H (-5.40808, -12.52282, 1.50482)
H (-1.05561, 3.12403, -0.77375)
H (-4.77265, -2.26250, -5.25749)
H (2.77820, 13.62915, -2.04331)
H (0.42439, -3.19678, -3.16436)
H (-0.12176, 2.88122, 3.72825)
H (-0.32205, -4.98623, 7.63510)
H (3.31768, 6.33420, 2.58627)
H (0.26341, -6.02700, 1.31043)
H (0.68797, 2.56248, -3.96016)
H (-4.37370, -2.10501, -7.77249)
H (-2.43864, 6.62768, 2.36714)
H (9.02483, -3.53096, -0.65572)
H (2.53103, 7.08411, 3.81832)
H (3.55232, 1.65124, -5.89391)

- E_HOMO (eV) = -22.968
- total charge = +9
- LUMO energy (eV) = -17.665
- orbital gap (eV) = 5.303

Atom charges from the Löwdin analysis, given in e for atoms 1 to 99:
1 Cl -0.646
2 N -0.083
3 N -0.069
4 N -0.075
5 N -0.057
6 N -0.050
7 N -0.079
8 N -0.082
9 N -0.060
10 N -0.066
11 N -0.052
12 C -0.083
13 C 0.071
14 C 0.049
15 C 0.036
16 C 0.031
17 C 0.077
18 C 0.050
19 C 0.041
20 C 0.030
21 C -0.130
22 C 0.028
23 C 0.060
24 C 0.065
25 C 0.043
26 C 0.057
27 C 0.097
28 C 0.050
29 C 0.009
30 C 0.026
31 C 0.055
32 C -0.130
33 C 0.067
34 C 0.050
35 C -0.094
36 C 0.067
37 C 0.012
38 C 0.049
39 C 0.040
40 C 0.074
41 C 0.015
42 C 0.065
43 C -0.113
44 C -0.118
45 C 0.046
46 C 0.059
47 C 0.035
48 C 0.023
49 C -0.103
50 C -0.117
51 C 0.004
52 C -0.107
53 C 0.040
54 C 0.061
55 C -0.148
56 C 0.020
57 C 0.045
58 C 0.044
59 C 0.057
60 C 0.027
61 C 0.036
62 C 0.037
63 C 0.057
64 C 0.052
65 C 0.057
66 C -0.018
67 C 0.024
68 C 0.059
69 C 0.076
70 C 0.044
71 C 0.050
72 H 0.131
73 H 0.141
74 H 0.105
75 H 0.161
76 H 0.117
77 H 0.163
78 H 0.121
79 H 0.142
80 H 0.134
81 H 0.152
82 H 0.090
83 H 0.173
84 H 0.144
85 H 0.139
86 H 0.124
87 H 0.122
88 H 0.133
89 H 0.068
90 H 0.121
91 H 0.091
92 H 0.138
93 H 0.118
94 H 0.106
95 H 0.097
96 H 0.160
97 H 0.126
98 H 0.143
99 H 0.128



run A ends up most stable, edging out the next structure by 66.1 kJ/mol.